No. 1
C2H3FO2Sm as an isolated structure at a distorted geometry, computed with ωB97M-V/def2-TZVPD.

```
9
Properties=species:S:1:pos:R:3
F -1.49668 0.35750 2.37469
H -0.98622 -0.49388 2.29901
O 0.31711 -0.90456 0.42537
C 0.36770 0.31725 0.22543
C 0.11013 0.71439 -1.24110
O 0.21883 -0.18113 -2.05601
Sm 0.83996 -2.61249 -1.46264
H 0.74688 1.04925 0.95242
H -0.11770 1.75368 -1.51715
```

Summary:
Charge = +3
ΔE to the lowest compared entry with this formula, charge and spin = 0.0 kJ/mol
E_HOMO (alpha / beta) = -24.017 / -24.074 eV
Spin multiplicity = 6
Frontier orbital gap (alpha / beta) = 0.1386 / 0.2854 hartree


No. 2
An isolated ion of composition C2H3FO3P and charge -1 at a distorted geometry, computed with ωB97M-V/def2-TZVPD.

```
10
Properties=species:S:1:pos:R:3
C 1.32493 -0.16157 -0.96715
C 0.06160 0.37533 -0.73095
O 0.34361 -0.99016 -1.34751
O 2.50604 -0.08121 -0.89229
O 0.14760 -1.05461 1.25324
F -1.73665 1.84383 0.08798
P -0.73594 0.47998 1.01011
H -0.47798 1.22213 -1.33017
H 0.47785 -1.37098 2.17416
H -1.91107 -0.26274 0.74257
```

Summary:
Charge = -1
ΔE to the lowest compared entry with this formula, charge and spin = 378.9 kJ/mol
E_HOMO = -4.026 eV
Frontier orbital gap = 0.2980 hartree


No. 3
C2H3FOPb as an isolated structure at a distorted geometry, computed with ωB97M-V/def2-TZVPD.

```
8
Properties=species:S:1:pos:R:3
H -1.61302 1.08497 1.23574
O 1.11998 -1.29339 -0.03117
C -0.10652 -0.89247 -0.05357
C -0.45183 0.43971 -0.10686
H -0.91733 -1.63286 -0.03146
H -1.24601 0.85912 -0.72081
F 0.68782 1.28544 -0.09706
Pb 2.52691 0.14948 -0.19480
```

Summary:
Charge = +1
ΔE to the lowest compared entry with this formula, charge and spin = 155.8 kJ/mol
E_HOMO (alpha / beta) = -11.886 / -14.613 eV
Spin multiplicity = 2
Frontier orbital gap (alpha / beta) = 0.2111 / 0.3091 hartree


No. 4
C2H3FOTl as an isolated structure at a distorted geometry, computed with ωB97M-V/def2-TZVPD.

```
8
Properties=species:S:1:pos:R:3
Tl 1.16771 1.25932 -0.31423
O -0.32091 0.02188 -0.50395
C 0.59234 -1.00871 -0.39996
C 1.60354 -0.69133 0.43666
H 0.14497 -2.00443 -0.53923
H 2.29369 -1.48739 0.72414
F -2.16341 0.11912 0.95387
H -1.33149 -0.28392 0.32186
```

Summary:
Charge = +1
ΔE to the lowest compared entry with this formula, charge and spin = 494.4 kJ/mol
E_HOMO (alpha / beta) = -15.490 / -15.490 eV
Frontier orbital gap (alpha / beta) = 0.2183 / 0.2183 hartree


Which of these has the lowest charge?
C2H3FO3P


The lowest charge belongs to which entry?
C2H3FO3P


Which value of ΔE to the lowest compared entry with this formula, charge and spin does entry 3 give?
155.8 kJ/mol


Among the records above, which one has the highest ΔE to the lowest compared entry with this formula, charge and spin?
C2H3FOTl